Formula: C60H105N5O20
Source: the OMol25 dataset
Level of theory: ωB97M-V/def2-TZVPD

Values from the calculation:
Highest occupied orbital energy, eV: -7.96
Structure (SMILES): Oc1ccc(O)cc1.Oc1ccc(O)cc1.Oc1ccc(O)cc1.Oc1ccc(O)cc1.Oc1ccc(O)cc1.COCCNCCOC.COCCNCCOC.COCCNCCOC.COCCNCCOC.COCCNCCOC
2S+1: 1
Energy above the lowest of the compared OMol25 structures with the same formula, charge and spin, eV: 0.734
HOMO-LUMO gap, eV: 8.216
Total charge: 0
Electronic energy, a.u.: -4127.235491
E_LUMO, eV: 0.256
Largest force on an atom, eV Å⁻¹: 3.44

Atoms and positions in Å:
O1 -9.64211 -4.40698 7.41957
O2 2.10871 5.94109 8.36717
O3 -7.52912 -1.02790 3.61254
O4 -3.73508 6.46301 -5.10786
O5 7.90562 1.42737 12.00692
O6 1.60313 10.67344 5.48019
O7 0.17402 -0.18412 1.22329
O8 -7.96330 3.64811 -2.89814
O9 -6.19196 -8.76950 -11.03554
O10 8.96851 -6.72887 -8.00286
O11 9.28862 -6.57876 -2.39587
O12 0.07300 1.57230 -7.39329
O13 -5.34076 8.46038 1.48934
O14 8.65792 -0.89363 6.91289
O15 2.75099 -2.77749 -3.08710
O16 -5.26482 -5.44629 -6.65680
O17 -1.89701 -9.17081 5.69263
O18 -10.39077 5.75521 0.87318
O19 1.04589 -5.07200 3.33280
O20 2.92804 2.67547 -3.96934
N1 10.73845 -7.35052 -5.77805
N2 1.56281 3.70716 -6.16513
N3 6.88183 0.90635 8.90474
N4 0.60971 -1.42882 -1.42813
N5 -7.65323 5.47155 2.20600
C1 1.96867 7.09710 7.59013
C2 -10.10147 6.19573 2.21499
C3 8.71752 2.35415 11.29721
C4 6.53773 0.31311 7.61015
C5 -7.08053 -7.05304 -9.48837
C6 2.97047 8.80800 6.21759
C7 -0.50492 -0.54183 -1.15944
C8 3.89536 2.47075 -2.89939
C9 0.19024 -7.96183 5.45324
C10 -8.64295 -2.26973 6.83878
C11 0.31252 -6.17095 3.83299
C12 -4.66076 4.53635 -4.14394
C13 6.59620 1.18883 11.40540
C14 7.86940 -6.66825 -8.90326
C15 2.91621 4.10674 -4.24716
C16 -0.97561 -6.49216 3.35709
C17 1.51449 -3.45884 -2.76832
C18 -6.82031 -6.14639 -8.40870
C19 -6.99370 4.43686 -3.44277
C20 9.47321 -0.37605 7.92148
C21 -8.35680 -1.41182 5.80171
C22 7.93040 -6.02773 -2.25827
C23 0.18709 2.87698 -7.96630
C24 0.65120 8.95559 6.82203
C25 9.61548 -7.31882 -4.81900
C26 9.92758 -6.29020 -3.63523
C27 -4.82531 5.88354 -4.48413
C28 0.31487 -2.45144 -2.45996
C29 -1.14593 -8.15479 5.05021
C30 -4.72695 -7.21628 -8.01331
C31 -1.67299 -7.47234 4.00025
C32 -6.05381 6.56078 -4.35821
C33 6.44025 0.27277 10.15648
C34 -5.86601 7.13921 1.49811
C35 2.83882 4.26629 -5.76840
C36 0.71157 7.73257 7.51598
C37 7.24697 -0.99647 7.28831
C38 -6.09043 -7.94872 -9.89774
C39 -8.24488 -3.21845 4.20356
C40 -1.17451 0.89207 -7.74011
C41 -0.23923 0.43096 -0.02247
C42 1.50476 3.49806 -7.60763
C43 0.14274 0.59671 2.42580
C44 -7.02780 6.81445 2.39616
C45 9.30957 -8.14843 -7.68248
C46 10.60827 -8.34028 -6.81620
C47 1.73296 9.49430 6.17914
C48 -8.05148 -1.88784 4.50562
C49 2.65139 -1.86157 -4.14422
C50 -11.41897 6.42068 0.16888
C51 -5.72395 3.80405 -3.60610
C52 -5.63450 -6.25495 -7.71950
C53 3.07749 7.63436 6.92571
C54 -8.76348 -4.07994 5.20029
C55 -7.16214 5.78716 -3.84179
C56 -4.93542 -8.06237 -9.15133
C57 -4.62043 8.73947 0.32591
C58 0.91468 -6.96949 4.75688
C59 -8.97653 -3.65486 6.49663
C60 -8.98782 5.35010 2.82837
H1 3.83384 9.34229 5.84945
H2 -5.64221 2.75726 -3.35330
H3 1.42673 -0.87107 -1.63185
H4 -7.04776 -8.75995 -11.47042
H5 -3.09084 5.77380 -4.93028
H6 -11.66896 5.72311 -0.63050
H7 2.06631 4.52999 -3.71175
H8 -1.52277 1.09871 -8.75210
H9 8.86324 1.95778 10.29233
H10 7.21556 -1.73570 8.08871
H11 7.45503 -5.66100 -8.86021
H12 8.26050 3.33451 11.16256
H13 -8.07856 -6.97368 -9.89341
H14 -0.27897 9.50402 6.80198
H15 -3.74639 -7.11645 -7.57180
H16 1.23519 -4.07554 -3.62258
H17 -0.70627 1.25678 2.60354
H18 -7.41072 -0.15328 3.99019
H19 -8.18436 6.13320 -3.80034
H20 9.69692 -5.25980 -3.90574
H21 9.32060 -8.75694 -8.58674
H22 -8.24533 -0.35020 5.96579
H23 3.49984 2.87512 -1.96764
H24 -4.21227 -8.71945 -9.61144
H25 0.41973 0.10301 3.35727
H26 -9.82992 -5.23605 6.97351
H27 -5.29123 8.43695 -0.47821
H28 2.94403 5.49069 8.22228
H29 0.63295 -8.64885 6.15922
H30 5.41579 -0.08872 10.06744
H31 -8.69829 -1.99431 7.88160
H32 -6.00231 -4.92753 -6.32726
H33 -8.77233 5.51456 3.88413
H34 6.21111 2.19095 11.21685
H35 5.48062 0.04846 7.63443
H36 4.92221 2.81613 -3.01944
H37 1.05229 11.24034 6.02499
H38 3.65658 3.66241 -6.16172
H39 0.90768 1.35567 2.26157
H40 0.70940 -4.44809 2.68540
H41 10.78947 -6.42921 -6.18877
H42 -0.47778 -3.15945 -2.21803
H43 9.44912 -0.72999 8.95215
H44 6.55979 0.99566 6.76060
H45 -5.10578 6.39161 1.72447
H46 -8.60558 4.07674 -2.32775
H47 -11.02447 6.18054 2.79459
H48 -12.26578 6.46029 0.85403
H49 7.28949 -6.16288 -3.12951
H50 2.29114 2.89238 -8.05801
H51 -7.88727 5.14572 1.27909
H52 10.99670 -6.20239 -3.44192
H53 0.18634 2.80040 -9.05362
H54 1.47010 4.54094 -7.92276
H55 -8.08009 -3.42905 3.15718
H56 1.42620 2.80480 -5.73249
H57 -3.74361 4.06559 -4.46580
H58 6.56277 -1.42176 6.55408
H59 9.54617 -8.24827 -4.25382
H60 10.67972 -9.26726 -6.24727
H61 2.04435 -0.96750 -4.00192
H62 -6.12040 7.61270 -4.59361
H63 8.33833 -8.48681 -7.32149
H64 -0.87399 -0.09185 -2.08107
H65 2.96927 5.29657 -6.09945
H66 7.10918 -7.42390 -8.70532
H67 -1.33111 -1.16721 -0.82120
H68 7.99743 -4.97249 -1.99355
H69 7.11605 -0.57905 10.08042
H70 2.31621 -2.30736 -5.08071
H71 -2.05156 1.27457 -7.21801
H72 11.45636 -8.43335 -7.49459
H73 1.45878 -4.16592 -1.94067
H74 -1.05896 -0.18330 -7.60468
H75 3.59789 -1.37097 -4.37124
H76 3.81899 4.54651 -3.82329
H77 9.25894 0.69042 7.85215
H78 8.67741 -7.04291 -5.30065
H79 -1.49008 -5.91444 2.60346
H80 -3.62649 8.33321 0.13843
H81 -0.01092 -1.98558 -3.38998
H82 -11.18964 7.34911 -0.35412
H83 -7.52616 -5.36387 -8.17239
H84 -2.72058 -7.62165 3.78425
H85 -6.65131 6.95800 3.40896
H86 -0.65717 3.44234 -7.57175
H87 7.88192 0.76756 8.87923
H88 7.41453 -6.50652 -1.42595
H89 -6.11718 6.90198 0.46431
H90 9.67975 2.45879 11.79847
H91 3.95730 1.40931 -2.65936
H92 5.97550 0.80785 12.21639
H93 -9.10868 -5.06006 4.90601
H94 -4.46410 9.81640 0.26328
H95 8.22157 -6.87761 -9.91333
H96 -7.69756 7.63437 2.13682
H97 10.49259 -0.33342 7.53786
H98 -9.43915 4.35859 2.79232
H99 1.92588 -6.71510 5.03824
H100 -2.67660 -9.21423 5.13411
H101 -0.11767 7.27839 8.03798
H102 4.07591 7.22947 6.85071
H103 -1.25092 0.83559 0.00677
H104 0.38171 1.25323 -0.37798
H105 -9.81655 7.23897 2.07865